[1]
One molecule with the formula F2H2O2Si, computed with the ωB97M-V functional and the def2-TZVPD basis.

Its highest occupied orbital energy is -13.066 eV. The total energy is -641.13714 Ha. The value obtained for the LUMO energy is 0.15 eV. The HOMO-LUMO gap comes out at 13.2 eV.

Last column: Löwdin charge in e.
CARTESIAN COORDINATES (ANGSTROEM)
O (-0.8390, -0.9091, 0.6225)  0.00
O (0.0168, 1.2157, -0.8714)  0.00
F (1.5986, 0.2596, 1.0245)  -0.16
F (0.9325, -1.2625, -1.0314)  -0.03
Si (0.3535, -0.1518, -0.0998)  0.13
H (-1.2060, -0.5361, 1.3701)  0.04
H (-0.8564, 1.3843, -1.0146)  0.02

[2]
One molecule with the formula F2HN, computed with the ωB97M-V functional and the def2-TZVPD basis.

Its highest occupied orbital energy is -11.057 eV. The total energy is -254.92497 Ha. The value obtained for the LUMO energy is 0.85 eV. The HOMO-LUMO gap comes out at 11.9 eV.

Last column: Löwdin charge in e.
CARTESIAN COORDINATES (ANGSTROEM)
N (-0.1477, -0.3602, -0.0169)  -0.03
F (-0.8289, 0.6040, -0.6341)  -0.06
F (0.1259, 0.2083, 1.2962)  -0.11
H (0.8508, -0.4521, -0.6451)  0.20

[3]
A 2-piece molecular cluster, F2HOPS overall, computed with the ωB97M-V functional and the def2-TZVPD basis.

Its highest occupied orbital energy (alpha / beta) is -10.082 / -10.077 eV. The total energy is -1015.09230 Ha. The value obtained for the LUMO energy (alpha / beta) is -2.83 / -2.83 eV. The HOMO-LUMO gap (alpha / beta) comes out at 7.3 / 7.2 eV.

Last column: Löwdin charge in e.
CARTESIAN COORDINATES (ANGSTROEM)
O (-0.0204, 1.5978, -0.2542)  -0.28
F (-1.3111, -0.2735, -0.9852)  -0.28
F (-0.3081, -0.3946, 1.1641)  -0.33
P (0.1953, 0.0089, -0.3681)  0.71
S (1.0748, -2.9793, -0.1238)  0.06
H (0.3696, 2.0407, 0.5671)  0.11

[4]
A 2-piece molecular cluster, F2HP overall, computed with the ωB97M-V functional and the def2-TZVPD basis.

Its highest occupied orbital energy (alpha / beta) is -10.875 / -10.881 eV. The total energy is -541.56005 Ha. The value obtained for the LUMO energy (alpha / beta) is -3.34 / -3.34 eV. The HOMO-LUMO gap (alpha / beta) comes out at 7.5 / 7.5 eV.

Last column: Löwdin charge in e.
CARTESIAN COORDINATES (ANGSTROEM)
F (0.5289, 1.5049, 0.4686)  -0.40
F (-1.7077, -1.3970, -0.0227)  -0.58
P (0.3141, 0.3613, -0.6704)  1.11
H (0.8647, -0.4691, 0.2246)  -0.13

Across the entries above, ΔE to the lowest compared entry with this formula, charge and spin takes the values 0.514, 0.435, 4.161, 4.300 eV, respectively.